Entry 1:
{"formula": "C5H9N2O2", "method": "ωB97M-V/def2-TZVPD", "lumo_energy_ev": -5.23, "smiles": "CC1=[NH+]OCC/C1=N\\O", "gap_ev": 9.213, "energy_ha": -455.50857, "total_charge": 1, "e_homo_ev": -14.44, "spin_multiplicity": 1, "elements": ["C", "C", "N", "O", "C", "C", "C", "N", "O", "H", "H", "H", "H", "H", "H", "H", "H", "H"], "xyz": [[-0.13, 2.34, 0.17], [0.28, 0.88, 0.00], [1.56, 0.62, -0.03], [2.19, -0.57, -0.12], [1.36, -1.72, 0.16], [-0.03, -1.53, -0.39], [-0.71, -0.12, -0.14], [-1.95, 0.06, 0.10], [-2.82, -0.92, 0.11], [-1.22, 2.43, 0.01], [0.36, 2.97, -0.58], [-0.04, 2.84, 1.09], [2.22, 1.35, -0.24], [2.01, -2.50, -0.37], [1.28, -1.77, 1.25], [-0.88, -2.16, -0.07], [0.20, -1.69, -1.42], [-3.66, -0.52, 0.45]]}

---

Entry 2:
{"formula": "C5H9N2P", "method": "ωB97M-V/def2-TZVPD", "lumo_energy_ev": 1.06, "smiles": "CP(C)c1cc[nH]n1", "gap_ev": 9.420, "energy_ha": -646.74080, "e_homo_ev": -8.36, "spin_multiplicity": 1, "elements": ["C", "P", "C", "C", "C", "C", "N", "N", "H", "H", "H", "H", "H", "H", "H", "H", "H"], "xyz": [[0.42, -1.84, 0.90], [-0.61, -0.41, 1.16], [-1.78, -0.75, -0.31], [0.30, 0.84, 0.28], [-0.18, 2.06, -0.26], [0.91, 2.80, -0.55], [1.99, 2.09, -0.11], [1.60, 0.87, 0.39], [-0.17, -2.60, 1.36], [1.36, -1.83, 1.45], [0.59, -2.14, -0.16], [-2.35, -1.73, -0.50], [-1.01, -0.52, -1.07], [-2.56, 0.02, -0.35], [-1.18, 2.30, -0.53], [0.99, 3.78, -1.07], [2.91, 2.29, -0.05]]}

---

Entry 3:
{"formula": "C5H9N2S", "method": "ωB97M-V/def2-TZVPD", "lumo_energy_ev": -3.28, "gap_ev": 10.098, "energy_ha": -703.34345, "total_charge": 1, "e_homo_ev": -13.37, "spin_multiplicity": 1, "elements": ["C", "C", "C", "C", "C", "N", "N", "S", "H", "H", "H", "H", "H", "H", "H", "H", "H"], "xyz": [[-1.78, 0.54, 0.19], [3.12, 1.26, 0.79], [2.06, 0.83, 0.20], [0.99, 0.36, -0.39], [0.92, -0.90, -1.21], [-1.62, -0.57, 0.88], [-2.99, 1.04, -0.01], [-0.46, 1.45, -0.49], [3.84, 1.87, 0.28], [3.34, 1.01, 1.82], [-0.69, -0.91, 1.07], [1.56, -0.80, -2.09], [-0.09, -1.09, -1.56], [1.28, -1.75, -0.65], [-2.40, -1.06, 1.31], [-3.82, 0.62, 0.39], [-3.12, 1.86, -0.59]]}

---

Entry 4:
{"formula": "C5H9N2S", "method": "ωB97M-V/def2-TZVPD", "lumo_energy_ev": -4.02, "gap_ev": 9.066, "energy_ha": -703.24882, "total_charge": 1, "e_homo_ev": -13.09, "spin_multiplicity": 1, "elements": ["C", "C", "C", "C", "C", "N", "N", "S", "H", "H", "H", "H", "H", "H", "H", "H", "H"], "xyz": [[-0.33, -1.50, -0.01], [-0.89, -1.00, 1.11], [0.41, -0.72, -1.08], [-0.56, 0.45, 1.34], [0.30, 1.01, 0.26], [1.44, -1.34, -1.67], [0.35, 2.15, -0.08], [-2.11, 1.57, 1.53], [-0.58, -2.57, -0.36], [-1.26, -1.64, 1.85], [-0.26, -0.08, -1.70], [-0.12, 0.53, 2.34], [1.93, -0.88, -2.44], [1.99, -1.84, -1.08], [-2.37, 1.48, 2.80], [0.92, 2.63, -0.73], [-0.27, 2.81, 0.61]]}

---

Entry 5:
{"formula": "C5H9N2S", "method": "ωB97M-V/def2-TZVPD", "lumo_energy_ev": -5.46, "gap_ev": 9.330, "energy_ha": -703.23110, "total_charge": 1, "e_homo_ev": -14.79, "spin_multiplicity": 1, "elements": ["C", "C", "C", "C", "C", "N", "N", "S", "H", "H", "H", "H", "H", "H", "H", "H", "H"], "xyz": [[3.08, 1.21, -0.34], [2.12, -1.10, 0.32], [-0.88, 0.24, -1.18], [-0.87, -0.03, 1.33], [-0.26, -0.47, -0.08], [1.89, 1.34, -0.52], [1.11, -0.31, 0.02], [3.68, -0.46, 0.18], [3.69, 2.05, -0.66], [2.11, -2.00, 0.82], [-0.87, 1.26, -0.93], [-1.94, 0.07, -1.15], [-0.47, -0.08, -2.23], [-0.28, -0.57, 1.95], [-1.85, -0.42, 1.50], [-0.83, 1.01, 1.67], [-0.27, -1.55, -0.05]]}

---

Entry 6:
{"formula": "C5H9N3", "method": "ωB97M-V/def2-TZVPD", "lumo_energy_ev": 0.78, "smiles": "[H]/N=C\\N=C/N(C)C=C", "gap_ev": 9.585, "energy_ha": -360.08899, "e_homo_ev": -8.80, "spin_multiplicity": 1, "elements": ["H", "N", "C", "N", "C", "N", "C", "C", "C", "H", "H", "H", "H", "H", "H", "H", "H"], "xyz": [[-3.42, 0.44, -1.01], [-2.99, 1.02, -0.18], [-2.32, 0.10, 0.44], [-1.89, -1.13, -0.01], [-0.65, -1.22, -0.03], [0.40, -0.37, 0.19], [1.71, -1.12, -0.05], [0.39, 0.99, -0.02], [1.53, 1.72, 0.04], [-2.05, 0.38, 1.43], [-0.40, -2.29, -0.19], [1.43, -2.18, -0.19], [2.23, -0.85, -1.00], [2.56, -1.03, 0.73], [-0.48, 1.39, -0.42], [2.49, 1.32, 0.39], [1.47, 2.84, -0.11]]}

---

Entry 7:
{"formula": "C5H9N3", "method": "ωB97M-V/def2-TZVPD", "lumo_energy_ev": 1.16, "smiles": "C(=N/N1CC1)/N1CC1", "gap_ev": 9.468, "energy_ha": -360.02559, "e_homo_ev": -8.31, "spin_multiplicity": 1, "elements": ["C", "N", "N", "C", "C", "N", "C", "C", "H", "H", "H", "H", "H", "H", "H", "H", "H"], "xyz": [[-0.57, -0.99, -0.27], [0.65, -0.82, -0.54], [1.29, 0.13, 0.22], [2.51, 0.61, -0.44], [2.56, -0.29, 0.77], [-1.32, -0.15, 0.55], [-2.74, -0.18, 0.25], [-1.95, 0.93, -0.18], [-1.16, -1.86, -0.64], [2.72, 0.13, -1.36], [2.55, 1.69, -0.38], [2.78, -1.29, 0.48], [2.78, 0.09, 1.72], [-3.17, -0.10, 1.27], [-3.20, -0.83, -0.54], [-1.81, 1.01, -1.27], [-1.93, 1.93, 0.38]]}

---

Entry 8:
{"formula": "C5H9N3", "method": "ωB97M-V/def2-TZVPD", "lumo_energy_ev": 1.03, "smiles": "CN1NC[C@H]2[C@@H]3[C@H]2N31", "gap_ev": 9.314, "energy_ha": -359.97016, "e_homo_ev": -8.28, "spin_multiplicity": 1, "elements": ["C", "N", "N", "C", "C", "C", "C", "N", "H", "H", "H", "H", "H", "H", "H", "H", "H"], "xyz": [[-1.19, -1.01, -1.24], [-0.48, 0.23, -1.29], [0.89, 0.16, -1.06], [1.16, -0.30, 0.30], [0.49, 0.55, 1.32], [-0.23, 1.83, 0.87], [-1.08, 0.71, 1.30], [-1.13, 1.20, -0.10], [-2.23, -0.69, -1.46], [-0.91, -1.60, -2.20], [-0.86, -1.74, -0.48], [1.30, 1.02, -1.25], [2.26, -0.37, 0.53], [0.82, -1.31, 0.53], [0.95, 0.70, 2.38], [-0.21, 2.80, 1.25], [-1.86, 0.48, 1.87]]}